The following is a DFT calculation (ωB97M-V/def2-TZVPD) of 2 unconnected molecules or ions with the total composition C2F3NO in a non-equilibrium geometry.

CARTESIAN COORDINATES (ANGSTROEM)
C: 1.2175 0.7762 1.2557
C: -1.0800 -0.4691 -1.2635
N: -0.8472 -0.4390 -0.0553
O: -2.2528 -0.4593 -0.7115
F: 1.4985 0.4464 2.4476
F: 2.3139 0.3888 0.6559
F: -0.5510 -0.5087 -2.4073

Computed properties:
- ΔE to the lowest compared entry with this formula, charge and spin: 6.376 eV
- HOMO energy: -10.0 eV
- Charge: 0
- E_tot: -13757.2113 eV

The following is a DFT calculation (ωB97M-V/def2-TZVPD) of 6 unconnected molecules or ions with the total composition C18H48O6 in a non-equilibrium geometry.

CARTESIAN COORDINATES (ANGSTROEM)
C: -1.2319 3.7753 2.1478
C: -0.7698 5.2114 1.8582
C: 0.3016 5.2625 0.7883
O: -1.7722 6.0706 1.5610
H: -1.9946 3.7258 2.9249
H: -0.3956 3.1593 2.4785
H: -1.6896 3.3773 1.2421
H: -0.4126 5.6353 2.7968
H: -0.0957 5.1191 -0.2165
H: 1.1691 4.6597 1.0569
H: 0.6029 6.2718 0.5080
H: -2.3841 6.0482 2.3004
C: 3.4703 -2.2268 -0.3586
C: 2.5712 -3.4341 -0.0890
C: 2.1673 -3.4746 1.3798
O: 1.3988 -3.3407 -0.8487
H: 4.3902 -2.2669 0.2248
H: 3.0593 -1.2221 -0.2606
H: 3.7883 -2.2732 -1.4001
H: 3.1684 -4.3185 -0.3111
H: 3.0965 -3.6767 1.9125
H: 1.3628 -4.1791 1.5907
H: 1.8100 -2.4887 1.6769
H: 1.0127 -4.1947 -1.0567
C: -1.6576 -1.6949 -0.1400
C: -1.1266 -0.4004 -0.6101
C: -1.1235 0.7503 0.4103
O: 0.2237 -0.6336 -1.0801
H: -1.8042 -2.3563 -0.9939
H: -2.6875 -1.6386 0.2125
H: -0.9298 -2.1187 0.5519
H: -1.8194 -0.1526 -1.4143
H: -2.1100 0.9015 0.8485
H: -1.0298 1.7325 -0.0530
H: -0.3744 0.5903 1.1857
H: 0.5097 -1.5370 -0.9262
C: 2.3778 2.1647 -0.5951
C: 1.6499 2.4437 -1.9182
C: 2.2898 3.5180 -2.7762
O: 1.7695 1.1954 -2.5372
H: 2.0944 2.9460 0.1102
H: 3.4522 2.1349 -0.7766
H: 2.1459 1.1983 -0.1473
H: 0.5966 2.6613 -1.7415
H: 3.2755 3.2265 -3.1387
H: 2.3749 4.4755 -2.2624
H: 1.6260 3.5107 -3.6408
H: 1.3905 0.5511 -1.9349
C: -1.3881 -3.7307 -4.6396
C: -0.1687 -4.4574 -5.2901
C: 1.1174 -3.6967 -5.1255
O: 0.0502 -5.7614 -4.9578
H: -2.3184 -4.2914 -4.7307
H: -1.5095 -2.8196 -5.2254
H: -1.1817 -3.4337 -3.6113
H: -0.3247 -4.4040 -6.3675
H: 1.5016 -3.6835 -4.1055
H: 1.0161 -2.6448 -5.3923
H: 1.9059 -4.1542 -5.7231
H: -0.7709 -6.1999 -5.1929
C: -2.9918 0.7740 4.0424
C: -2.6574 0.7575 5.5144
C: -2.6204 -0.7349 5.9660
O: -1.4047 1.3553 5.6267
H: -3.8984 0.1843 3.9070
H: -2.2659 0.3177 3.3693
H: -3.1545 1.7841 3.6664
H: -3.3933 1.3039 6.1043
H: -2.0833 -1.3358 5.2322
H: -3.5615 -1.2432 6.1757
H: -2.1880 -0.8139 6.9634
H: -1.4469 2.2395 5.2552

Computed properties:
- ΔE to the lowest compared entry with this formula, charge and spin: 0.000 eV
- Expectation value of S²: 0.754
- HOMO energy (spin up / spin down): -12.0 / -12.0 eV
- Charge: +1
- Multiplicity: 2
- E_tot: -31718.6600 eV

The following is a DFT calculation (ωB97M-V/def2-TZVPD) of a molecular structure, C26H66KN4O10 in a non-equilibrium geometry.

CARTESIAN COORDINATES (ANGSTROEM)
K: 0.6647 -22.7527 -0.0048
C: -0.4425 -20.6630 2.2948
C: -0.8124 -21.8030 3.1585
O: -0.3972 -23.0021 2.5769
O: 0.9490 -20.5710 2.1037
H: -0.7755 -19.7516 2.8444
H: -1.0394 -20.7174 1.3615
H: -1.8828 -21.7167 3.2680
H: -0.4064 -21.6740 4.1741
H: -0.7614 -23.7595 3.0625
H: 1.3644 -20.0496 2.7389
C: 0.9078 -20.2866 -8.2104
O: 1.4833 -20.0233 -6.9503
C: 1.0903 -20.9450 -5.9679
C: -0.2748 -20.4317 -5.3886
N: -0.7569 -21.1372 -4.1556
C: -0.7833 -22.6049 -4.4095
C: -1.4533 -23.3666 -3.2009
O: -0.9954 -24.7334 -3.1063
C: -1.5617 -25.5315 -4.1914
H: 1.2970 -21.2162 -8.5499
H: 1.1672 -19.5809 -9.0148
H: -0.1725 -20.3338 -8.1360
H: 1.7858 -20.9270 -5.1311
H: 0.9601 -21.9641 -6.2792
H: -1.0774 -20.4420 -6.1753
H: -0.1932 -19.4155 -5.2573
H: -1.6712 -20.7683 -3.9090
H: 0.2379 -23.0889 -4.4265
H: -1.1616 -22.8160 -5.4125
H: -2.5539 -23.2135 -3.1812
H: -1.0961 -22.9378 -2.2175
H: -2.6281 -25.6798 -4.1267
H: -1.0601 -26.4563 -4.1379
H: -1.2906 -25.1598 -5.1501
C: 4.1319 -23.0078 -5.7710
O: 3.6413 -22.7702 -4.4521
C: 2.8839 -23.8555 -4.0148
C: 2.2722 -23.4584 -2.6643
N: 1.5025 -24.4426 -1.9701
C: 2.3550 -25.4680 -1.3284
C: 3.1442 -24.9209 -0.1359
O: 2.2706 -24.6494 0.9415
C: 2.8398 -24.6190 2.2713
H: 3.3638 -23.1536 -6.5371
H: 4.9076 -23.7412 -5.8667
H: 4.5676 -22.1080 -6.1918
H: 3.5010 -24.7246 -3.9213
H: 2.0748 -24.0907 -4.7385
H: 1.6967 -22.5818 -2.9052
H: 3.0692 -23.0719 -2.1022
H: 0.7221 -24.8355 -2.5277
H: 3.0642 -25.8195 -2.0580
H: 1.7611 -26.2608 -0.9766
H: 3.6983 -23.9482 -0.2191
H: 3.8931 -25.6275 0.1961
H: 3.8282 -24.1116 2.2796
H: 3.0177 -25.5749 2.7116
H: 2.1075 -24.0802 2.8024
C: 6.9255 -19.8727 0.7361
O: 5.8403 -20.7445 0.5635
C: 4.7515 -20.0707 0.0353
C: 3.6130 -21.0589 -0.1888
N: 2.2751 -20.5246 -0.4039
C: 2.0511 -19.7336 -1.6123
C: 0.5710 -19.2187 -1.6014
O: -0.3519 -20.0721 -0.8374
C: -1.6604 -19.5192 -0.9256
H: 7.1457 -19.3594 -0.2396
H: 7.8029 -20.4782 0.9083
H: 6.8139 -19.1305 1.4991
H: 4.9611 -19.6018 -0.9112
H: 4.3933 -19.3164 0.7494
H: 3.4557 -21.6784 0.6879
H: 3.9798 -21.7249 -0.9978
H: 1.9124 -20.0245 0.4173
H: 2.1532 -20.4255 -2.3973
H: 2.8973 -19.0587 -1.6910
H: 0.1419 -19.1044 -2.5808
H: 0.5536 -18.2077 -1.1968
H: -2.3999 -20.1789 -0.5351
H: -2.0894 -19.3910 -1.8985
H: -1.7658 -18.6562 -0.2436
C: -0.8413 -25.8010 0.5332
O: -1.3181 -24.5244 0.2570
C: -2.7070 -24.4599 0.0049
C: -3.0825 -23.0038 -0.0537
N: -4.4584 -22.7984 -0.3041
C: -4.8636 -21.3657 -0.4961
C: -4.9835 -20.5953 0.8505
O: -3.6788 -20.2865 1.3372
C: -3.8268 -19.4537 2.4886
H: -1.4000 -26.2415 1.3482
H: 0.1420 -25.7137 1.0157
H: -0.9487 -26.4830 -0.3219
H: -3.1542 -24.8959 0.8654
H: -2.9783 -25.0711 -0.8909
H: -2.6691 -22.4950 -0.9334
H: -2.7899 -22.4936 0.8594
H: -4.9651 -23.2040 0.5210
H: -5.8048 -21.4171 -0.8948
H: -4.3758 -20.8570 -1.2729
H: -5.7050 -21.0863 1.5231
H: -5.4817 -19.7627 0.4891
H: -3.7355 -20.1280 3.3402
H: -4.7417 -18.8643 2.6162
H: -2.9341 -18.8315 2.4818

Computed properties:
- HOMO energy: -10.9 eV
- Charge: +1
- E_tot: -70781.2502 eV

The following is a DFT calculation (ωB97M-V/def2-TZVPD) of 2 unconnected molecules or ions with the total composition C4H8N2 in a non-equilibrium geometry.

CARTESIAN COORDINATES (ANGSTROEM)
C: -1.4351 -1.3179 -0.8926
C: 0.1819 0.2596 0.1655
C: -1.1033 -0.5011 -1.9728
C: 1.1763 1.2430 0.1076
N: -0.5331 -0.4137 -0.6530
N: 0.2437 -1.1136 1.9728
H: -1.7894 -2.2402 -0.3872
H: -0.5723 -1.0493 -2.6971
H: -1.6269 0.3746 -2.2716
H: 2.2118 0.9069 0.5355
H: 1.0317 1.4551 -1.1047
H: 1.0829 2.2693 0.6015
H: 0.4044 -0.4492 2.7401
H: -0.5076 -1.7973 1.8851

Computed properties:
- ΔE to the lowest compared entry with this formula, charge and spin: 8.542 eV
- HOMO energy (spin up / spin down): -19.2 / -19.2 eV
- Charge: +2
- E_tot: -7228.9917 eV